Record 1
Density functional theory data (ωB97M-V/def2-TZVPD) for a structure of composition C30H39Br36ClF2I2N3O at a distorted geometry.

Properties
HOMO energy = -10.7059 eV
frontier orbital gap = 6.1 eV
charge = +1
energy = -2593923.5029 eV
2S+1 = 1

```
114
C30H39Br36ClF2I2N3O | OMol25 | ωB97M-V/def2-TZVPD
C 3.292 5.121 0.277
C 3.662 4.042 -0.098
C 3.755 2.623 -0.546
N 2.736 2.232 -1.625
F 2.708 3.524 -2.198
C 3.185 1.405 -2.846
Br 5.138 1.030 -3.125
I 2.812 2.524 -4.740
C 2.491 -0.087 -3.049
Cl 3.766 -1.463 -2.997
I 2.047 -0.433 -5.209
O 1.450 -0.435 -2.243
C 1.263 0.269 -0.980
C 2.474 -0.362 -0.156
C 2.427 -1.912 -0.135
F 2.156 -2.368 1.168
C 0.074 -0.317 -0.176
C -1.316 0.329 0.005
C -2.459 -0.740 -0.013
C -3.411 -0.611 1.199
C -3.987 0.795 1.408
N -4.590 1.383 0.196
C 1.318 1.846 -1.140
C 0.929 2.519 0.193
C 1.537 2.076 1.536
N 2.240 2.816 2.284
C 0.270 2.391 -2.227
Br -1.192 3.587 -1.547
C -0.379 1.488 -3.327
C -1.246 0.259 -3.114
Br -1.668 2.724 -4.288
H 3.056 6.159 0.242
H 4.776 2.676 -0.954
H 3.847 1.933 0.287
H 3.482 -0.115 -0.521
H 2.445 -0.121 0.913
H 3.398 -2.344 -0.418
H 1.677 -2.358 -0.793
H 0.362 -0.629 0.837
H -0.125 -1.286 -0.664
H -1.621 1.142 -0.656
H -1.384 0.756 1.021
H -3.006 -0.732 -0.969
H -2.040 -1.760 0.058
H -4.247 -1.309 1.045
H -2.901 -0.896 2.133
H -4.750 0.786 2.201
H -3.202 1.487 1.782
H -3.972 1.288 -0.605
H -4.628 2.386 0.362
H -0.118 2.351 0.466
H 1.031 3.611 0.170
H 1.268 1.075 1.916
H 2.479 2.261 3.110
H 0.707 3.175 -2.857
H 0.295 1.343 -4.179
H -0.848 -0.588 -2.552
H -2.197 0.544 -2.639
H -1.546 -0.134 -4.099
C 5.550 -4.937 -1.969
Br 3.938 -5.925 -2.318
Br 7.126 -6.022 -2.157
Br 5.623 -3.345 -3.064
H 5.511 -4.607 -0.939
C -5.735 -3.680 2.979
Br -4.340 -4.357 1.828
Br -5.063 -2.377 4.235
Br -7.220 -2.994 1.971
H -6.102 -4.518 3.560
C 5.391 8.049 2.643
Br 3.791 7.049 2.208
Br 6.981 7.022 2.312
Br 5.429 9.747 1.739
H 5.362 8.254 3.705
C -8.962 -4.424 6.012
Br -9.110 -5.114 4.220
Br -7.173 -4.641 6.699
Br -9.555 -2.595 6.126
H -9.619 -5.012 6.638
C -2.423 1.888 -8.507
Br -4.303 2.212 -8.760
Br -2.004 1.630 -6.594
Br -1.781 0.472 -9.691
H -1.898 2.784 -8.809
C -1.773 -2.712 -6.475
Br -3.274 -3.885 -6.718
Br -0.092 -3.662 -6.468
Br -1.781 -1.256 -7.793
H -1.888 -2.268 -5.492
C -6.066 -1.254 -5.250
Br -7.435 -2.600 -5.382
Br -6.807 0.507 -5.007
Br -4.783 -1.681 -3.874
H -5.531 -1.249 -6.191
C 6.761 4.474 5.848
Br 8.612 4.990 5.745
Br 5.590 5.996 5.711
Br 6.328 3.121 4.542
H 6.604 4.037 6.824
C 6.407 -0.264 1.343
Br 7.681 1.089 1.831
Br 5.651 0.085 -0.412
Br 7.146 -2.038 1.451
H 5.596 -0.213 2.059
C 0.931 -5.788 2.641
Br -0.913 -5.259 2.443
Br 1.368 -6.205 4.470
Br 1.378 -7.236 1.449
H 1.536 -4.938 2.355
C -4.984 -2.721 9.841
Br -5.238 -1.000 10.668
Br -4.549 -2.555 7.970
Br -3.683 -3.784 10.782
H -5.928 -3.246 9.901
```


Record 2
Density functional theory data (ωB97M-V/def2-TZVPD) for an isolated molecule of C3H7NO2S at a distorted geometry.

Properties
HOMO energy = -9.1758 eV
frontier orbital gap = 9.9 eV
ΔE to the lowest compared entry with this formula, charge and spin = 0.833 eV
SMILES = N[C@@H](CS)C(=O)O
energy = -19644.7717 eV
2S+1 = 1

```
14
C3H7NO2S | OMol25 | ωB97M-V/def2-TZVPD
C -0.263 -0.578 -0.296
C 0.744 0.026 -1.226
C -0.502 0.450 0.993
H 0.464 -2.526 -0.214
H 1.027 -1.642 1.007
H -1.183 -0.752 -0.843
H 0.438 0.482 1.494
H -1.171 -0.077 1.677
H -1.521 2.227 2.019
H 0.900 1.340 -2.512
N 0.233 -1.751 0.399
O 1.922 -0.219 -1.202
O 0.166 0.935 -1.991
S -1.254 2.086 0.696
```


Record 3
Density functional theory data (ωB97M-V/def2-TZVPD) for the ion C9H11N2O with charge +1 at a distorted geometry.

Properties
HOMO energy = -12.1445 eV
frontier orbital gap = 8.7 eV
ΔE to the lowest compared entry with this formula, charge and spin = 2.566 eV
charge = +1
SMILES = C[C@@H](N=C=[NH2+])[C@@H]1C=CC=CC1=O
energy = -14529.7372 eV
2S+1 = 1

```
23
C9H11N2O | OMol25 | ωB97M-V/def2-TZVPD
C 2.928 -0.207 -0.428
C 1.746 -0.864 -0.625
C 2.943 1.268 -0.189
C 0.404 -0.191 -0.507
C 1.789 1.880 0.096
C 0.497 1.182 0.220
C -0.795 -1.108 -0.171
C -2.955 0.260 -0.200
C -0.548 -1.678 1.259
N -1.928 -0.272 -0.303
N -4.026 0.951 -0.263
O -0.429 1.632 0.847
H 3.920 -0.730 -0.569
H 1.641 -1.983 -0.609
H 3.871 1.808 -0.024
H 0.388 0.211 -1.573
H 1.639 2.950 0.159
H -0.996 -1.907 -0.869
H -0.197 -0.887 2.004
H 0.308 -2.486 1.077
H -1.442 -2.306 1.711
H -3.941 1.965 -0.212
H -4.815 0.512 -0.832
```


Record 4
Density functional theory data (ωB97M-V/def2-TZVPD) for a cluster of 2 separate species, C14H30F2N3O3S in total at a distorted geometry.

Properties
HOMO energy = -1.0561 eV
frontier orbital gap = 3.0 eV
charge = -1
energy = -41883.7895 eV
2S+1 = 1

```
53
C14H30F2N3O3S | OMol25 | ωB97M-V/def2-TZVPD
C 5.361 1.750 3.215
N 4.684 1.499 4.496
C 3.462 2.277 4.689
N 2.351 2.036 3.728
C 2.206 0.622 3.308
C 0.685 0.340 2.954
C 0.636 -1.020 2.142
F -0.536 -1.746 2.440
S 2.316 3.130 2.416
O 0.986 3.811 2.470
O 2.403 2.431 1.097
F 3.449 4.329 2.555
H 4.997 1.103 2.364
H 5.369 2.824 2.909
H 6.443 1.460 3.356
H 4.578 0.515 4.711
H 3.759 3.354 4.778
H 3.063 2.000 5.706
H 2.430 -0.009 4.213
H 2.908 0.321 2.488
H 0.260 1.195 2.372
H 0.150 0.186 3.930
H 0.785 -0.882 1.044
H 1.473 -1.651 2.555
C -1.770 -2.095 -4.687
C -1.549 -0.901 -3.737
C -2.784 0.021 -3.775
C -4.033 -0.539 -3.099
C -3.720 -1.520 -1.969
C -2.317 -1.366 -1.350
N -1.327 -1.497 -2.411
O -0.015 -1.395 -1.948
C -2.142 -2.538 -0.374
C -2.247 -0.055 -0.543
C -0.385 -0.073 -4.304
H -0.891 -2.743 -4.706
H -1.957 -1.760 -5.718
H -2.623 -2.706 -4.381
H -2.535 0.974 -3.297
H -3.030 0.279 -4.813
H -4.628 0.296 -2.713
H -4.668 -1.037 -3.839
H -4.493 -1.434 -1.196
H -3.821 -2.538 -2.362
H -2.135 -3.494 -0.905
H -2.962 -2.569 0.353
H -1.212 -2.458 0.190
H -3.016 -0.045 0.239
H -2.404 0.833 -1.160
H -1.282 0.056 -0.045
H -0.625 0.282 -5.313
H 0.532 -0.658 -4.384
H -0.181 0.805 -3.687
```


- The lowest HOMO energy belongs to which entry?
  C9H11N2O